Entry 1:
20
Properties=species:S:1:pos:R:3:forces:R:3:nbo_charge:R:1 method="wB97M-V/def2-TZVPD" charge=0 e_lumo_ev=-3.84 orbital_gap_ev=2.7 fmax_ev_per_a=2.7 total_energy_ha=-650.9943 de_lowest_kj_mol=655.37 spin_multiplicity=1
C 0.22760 0.94707 -2.17692 -1.1052 1.6787 -1.7840 0.14
C -0.07226 0.49405 -3.57359 0.4035 -0.6141 0.8829 -0.71
S 1.58672 -0.84095 3.36379 0.2766 0.2267 0.4023 -0.60
C -0.82831 1.26994 -1.23734 -0.3817 -0.4251 2.1827 -0.38
N -1.17525 0.23540 -0.11017 0.1596 -0.3774 -1.2896 -0.36
C 0.04383 0.01418 0.66507 -0.1789 -0.1232 0.6536 -0.46
C -1.65503 -1.04432 -0.73138 0.8363 1.3254 -0.1306 -0.43
H 1.10394 1.59176 -2.17547 0.4716 -0.6939 0.8283 0.21
H -0.24701 -0.58747 -3.66187 -0.0699 0.0181 0.1022 0.26
H 0.77128 0.73351 -4.21253 -0.1126 0.0339 -0.2211 0.24
H -0.99786 0.97509 -3.89844 -0.0119 0.0252 -0.1197 0.25
H 2.01550 -0.04892 4.39119 -0.2293 -0.2807 -0.5209 0.11
H -0.56322 2.08702 -0.57062 0.2613 0.4285 -0.4418 0.24
H -1.79855 1.47478 -1.68844 0.0929 -0.1480 -0.3736 0.24
H 0.84663 -0.19714 -0.03655 0.5800 -0.2592 0.5330 0.16
H -0.08382 -0.78221 1.40950 -0.2009 -0.2151 -0.5366 0.25
H 0.28592 0.83014 1.34860 -0.0298 0.4633 -0.5371 0.23
H -2.60150 -1.29514 -0.26652 0.1134 -0.5545 0.0506 0.22
H -0.85275 -1.78422 -0.69282 -0.4041 -0.3956 0.3605 0.20
H -1.79510 -0.86162 -1.79566 -0.4709 -0.1130 -0.0412 0.18

---

Entry 2:
20
Properties=species:S:1:pos:R:3:forces:R:3:nbo_charge:R:1 method="wB97M-V/def2-TZVPD" charge=+1 e_lumo_ev="-2.88 / -8.51" s2=0.7543 orbital_gap_ev="9.3 / 3.7" fmax_ev_per_a=5.6 total_energy_ha=-650.8709 de_lowest_kj_mol=163.78 spin_multiplicity=2
C -0.38768 1.14067 -0.66886 -1.2279 0.6844 0.2542 -0.44
C -0.07449 2.63668 -0.59770 1.6768 -0.3903 -1.7858 -0.54
S -0.43804 3.50921 -2.13559 -0.8541 0.4918 -0.7498 0.00
C -0.26373 0.47992 0.71978 2.0020 1.7468 -0.6492 -0.31
N 0.78227 -0.55766 0.71392 -5.1180 -2.3214 -0.3671 -0.11
C 0.38831 -1.85615 1.32146 0.8405 0.0536 1.5500 -0.28
C 0.05406 -2.93703 0.31182 1.4020 0.2936 -1.0434 -0.64
H 0.13214 0.63939 -1.48504 0.7077 0.0464 0.2319 0.22
H -1.41779 1.02617 -1.03239 -0.1062 0.0356 0.4041 0.25
H -0.60157 3.22447 0.14233 -0.0351 -0.2619 0.3977 0.25
H 1.01804 2.77946 -0.56093 -0.3843 -0.1616 0.9741 0.23
H 0.03270 2.66958 -3.08432 0.1197 -0.0711 0.5073 0.12
H 0.18237 1.20970 1.41373 0.0371 0.4880 -0.0006 0.29
H -1.26660 0.40229 1.14459 0.2584 -1.5732 0.4368 0.29
H 0.91144 -0.81630 -0.25812 1.7011 0.6059 -0.5304 0.41
H 1.19702 -2.18222 1.97080 0.5395 -0.1477 -0.0686 0.27
H -0.42290 -1.72718 2.03073 -0.1759 0.4842 -0.0555 0.24
H -0.89327 -2.71325 -0.16304 -0.3755 -0.6572 0.2010 0.24
H 0.79270 -3.00078 -0.49691 0.0867 0.6027 -0.1826 0.23
H 0.27501 -3.92697 0.71374 -1.0945 0.0514 0.4759 0.28